[1]
{"formula": "C13H18N2O4S", "method": "the ωB97M-V functional and the def2-TZVPD basis", "multiplicity": 1, "total_charge": 0, "relative_energy_kcal_mol": 46.63, "total_energy_ev": -35776.598, "species": ["O", "S", "O", "O", "C", "C", "C", "O", "H", "H", "H", "H", "H", "H", "H", "H", "N", "C", "C", "C", "C", "C", "H", "H", "H", "H", "H", "N", "C", "C", "C", "C", "C", "H", "H", "H", "H", "H"], "coordinates": [[3.78456, 5.44368, -2.82652], [3.30125, 5.10490, -1.53808], [3.64778, 3.51053, -1.40999], [1.67708, 5.15817, -1.74978], [0.87997, 4.58764, -0.69172], [-0.37222, 3.96945, -1.26332], [-0.24686, 2.64755, -2.04693], [0.97932, 1.97367, -1.93381], [3.81034, 3.34449, -0.46506], [0.55107, 5.40955, -0.06475], [1.45225, 3.92596, -0.04884], [-1.10520, 3.85378, -0.47599], [-0.77830, 4.70281, -1.94898], [-1.06534, 1.98433, -1.77014], [-0.36914, 2.84649, -3.10248], [1.26072, 1.92816, -1.01518], [0.70570, 0.66401, 1.55818], [1.52374, 0.00082, 0.74612], [1.74056, -1.36610, 0.80578], [1.06583, -2.09163, 1.77350], [0.20806, -1.41992, 2.63009], [0.06286, -0.04991, 2.48127], [2.03865, 0.60527, 0.00997], [2.41559, -1.84668, 0.11152], [1.19691, -3.16005, 1.85463], [-0.34103, -1.94960, 3.39595], [-0.60090, 0.51196, 3.12910], [-1.04942, -4.29664, 0.98250], [-1.67586, -5.45864, 1.15836], [-2.92514, -5.74825, 0.63314], [-3.56398, -4.77566, -0.11757], [-2.92840, -3.56091, -0.31116], [-1.67798, -3.37342, 0.25691], [-1.14232, -6.19226, 1.75280], [-3.38340, -6.71152, 0.80854], [-4.54063, -4.96171, -0.54508], [-3.39001, -2.77336, -0.89022], [-1.14613, -2.43699, 0.12720]], "forces_ev_per_angstrom": [[0.4538, 0.4985, -1.1573], [-0.3645, 0.1787, 0.8923], [-0.4142, -0.0375, 0.4244], [0.4610, -0.9763, 0.1455], [-0.3664, 0.5629, 0.0390], [0.0879, -0.3256, -0.5028], [-0.1005, 0.1189, 0.0622], [0.4709, -0.0858, 0.0366], [0.0312, -0.0683, -0.2581], [0.0494, 0.2264, 0.2422], [0.1807, -0.3155, -0.0876], [-0.0382, -0.0137, 0.4116], [-0.2041, 0.2876, -0.0920], [-0.1912, -0.0909, 0.1637], [0.0919, 0.0573, -0.2970], [-0.2821, 0.0564, -0.0280], [0.0071, 0.0289, -0.0556], [0.0475, 0.0914, 0.0041], [-0.0396, -0.0108, 0.0486], [0.1356, -0.0097, 0.0530], [0.0274, 0.0342, -0.0137], [-0.0783, 0.0682, 0.0403], [0.1645, -0.1699, -0.0572], [0.0130, 0.0220, -0.0114], [-0.0531, -0.0359, -0.0169], [-0.0213, -0.0011, 0.0004], [-0.0115, -0.0428, 0.0324], [-0.1515, -0.0484, -0.0446], [0.1137, -0.0276, 0.0655], [-0.0111, 0.0046, -0.0078], [-0.0477, -0.0044, -0.0222], [-0.0136, -0.0208, 0.0017], [0.1083, 0.0560, 0.0122], [-0.0413, -0.0424, -0.0069], [0.0128, -0.0136, 0.0162], [-0.0060, -0.0015, -0.0021], [0.0186, 0.0201, -0.0060], [-0.0387, 0.0303, -0.0247]], "mulliken_charge": [-0.49, 0.62, -0.44, -0.30, -0.36, -0.77, -0.35, -0.46, 0.36, 0.35, 0.35, 0.36, 0.35, 0.24, 0.33, 0.07, -0.46, 0.18, -0.69, -0.23, -0.26, -0.30, 0.41, 0.39, 0.34, 0.37, 0.37, -0.23, -0.23, -0.49, -0.16, -0.72, 0.10, 0.36, 0.36, 0.37, 0.36, 0.28]}



[2]
{"formula": "C3H10N2S", "method": "the ωB97M-V functional and the def2-TZVPD basis", "multiplicity": 1, "total_charge": 0, "relative_energy_kcal_mol": 12.05, "total_energy_ev": -17088.082, "species": ["N", "C", "N", "C", "C", "S", "H", "H", "H", "H", "H", "H", "H", "H", "H", "H"], "coordinates": [[-1.33897, 0.35365, -3.31017], [-0.41272, 0.62585, -2.24117], [-0.56264, -0.23289, -1.08054], [-0.14970, 0.29324, 0.19903], [0.53088, -0.75713, 1.03910], [0.99953, -0.02752, 2.64704], [-2.23974, 0.77038, -3.11490], [-1.49389, -0.63787, -3.44446], [0.59995, 0.60961, -2.65980], [-0.59761, 1.63595, -1.86840], [-0.26057, -1.18929, -1.19507], [0.53014, 1.14873, 0.10845], [-0.98931, 0.71188, 0.76835], [-0.14232, -1.58425, 1.25285], [1.41857, -1.16204, 0.56838], [0.92007, -1.13260, 3.37101]], "forces_ev_per_angstrom": [[-0.3060, 0.1948, -0.3184], [0.0645, -0.0204, 0.2730], [-0.3715, -0.2285, 0.2297], [0.0746, 0.5592, 0.2608], [-0.0552, -0.2522, 0.7031], [0.0568, 0.4125, -0.2252], [-0.0370, -0.1322, 0.0638], [0.1411, 0.0233, 0.0165], [0.1105, -0.0746, 0.0894], [0.0774, 0.0347, -0.2356], [0.1646, 0.1079, -0.3085], [0.2316, -0.0454, -0.2786], [-0.1434, -0.2347, -0.0754], [-0.1382, -0.0376, -0.1087], [0.1500, 0.0447, -0.2650], [-0.0197, -0.3513, 0.1791]], "mulliken_charge": [-0.61, -0.46, -0.29, -0.60, -0.66, -0.24, 0.26, 0.23, 0.31, 0.35, 0.25, 0.34, 0.25, 0.37, 0.38, 0.12]}



[3]
{"formula": "C5H7NO", "method": "the ωB97M-V functional and the def2-TZVPD basis", "multiplicity": 1, "total_charge": 0, "relative_energy_kcal_mol": 38.20, "total_energy_ev": -8834.546, "species": ["C", "N", "C", "C", "C", "C", "O", "H", "H", "H", "H", "H", "H", "H"], "coordinates": [[1.69393, -0.73939, 0.40420], [0.68035, -1.49562, 0.33782], [-0.43590, -0.97937, -0.40302], [-1.57424, -0.30451, 0.27504], [-0.61982, 0.50883, -0.56694], [0.51911, 1.27164, 0.05972], [1.78074, 0.54895, 0.01177], [2.63373, -1.11914, 0.81055], [-0.63525, -1.58172, -1.28087], [-1.53614, -0.18660, 1.35456], [-2.56255, -0.49300, -0.13280], [-0.99745, 0.87910, -1.51661], [0.33474, 1.48753, 1.11748], [0.71875, 2.20330, -0.47091]], "forces_ev_per_angstrom": [[-0.1138, -0.2013, 0.0876], [0.2787, 0.2186, -0.1274], [-0.1030, -0.0672, -0.2558], [-0.1502, -0.0388, 0.1244], [0.2700, -0.0302, -0.1691], [0.0446, 0.0707, 0.0478], [-0.1945, 0.0537, 0.0923], [-0.1412, 0.1776, -0.0790], [-0.1943, -0.1151, 0.1558], [0.0748, -0.0617, -0.1311], [0.1189, 0.1475, 0.0928], [0.1763, -0.0793, 0.1398], [-0.0239, 0.0325, -0.0994], [-0.0423, -0.1070, 0.1212]], "mulliken_charge": [0.08, -0.60, 0.13, -0.79, -0.05, -0.59, -0.36, 0.39, 0.34, 0.26, 0.26, 0.32, 0.30, 0.31]}



[4]
{"formula": "C38H29ClFeIN8O4S", "method": "the ωB97M-V functional and the def2-TZVPD basis", "multiplicity": 2, "total_charge": -2, "relative_energy_kcal_mol": 12.09, "total_energy_ev": -125834.363, "species": ["Fe", "Cl", "C", "C", "C", "I", "C", "O", "C", "N", "C", "C", "C", "C", "H", "H", "H", "H", "N", "C", "C", "C", "C", "C", "C", "S", "O", "O", "N", "C", "N", "C", "C", "C", "N", "H", "H", "H", "H", "H", "H", "H", "H", "H", "N", "C", "C", "C", "C", "C", "C", "C", "C", "C", "C", "C", "C", "N", "C", "C", "C", "C", "N", "H", "H", "H", "H", "H", "H", "H", "H", "H", "H", "C", "O", "C", "C", "H", "H", "H", "H", "H", "H"], "coordinates": [[0.27682, -0.24945, 0.27938], [-2.65017, 6.09330, -1.85845], [-2.03033, 4.68335, -1.01113], [-1.57097, 4.82682, 0.26685], [-1.00312, 3.74652, 0.93332], [-0.06073, 4.05694, 2.76074], [-0.92669, 2.43652, 0.39600], [-0.29740, 1.52436, 0.97765], [-1.53090, 2.30425, -0.93720], [-1.57434, 1.06092, -1.56176], [-1.66292, 0.98609, -2.87893], [-1.96303, 2.11253, -3.65887], [-2.20371, 3.30099, -3.05918], [-1.95700, 3.43866, -1.66964], [-1.60491, 5.79901, 0.74008], [-1.53823, 0.00739, -3.30774], [-2.04922, 1.99461, -4.73029], [-2.51421, 4.16268, -3.63212], [-4.50238, 2.52160, 5.93112], [-3.80138, 1.49895, 5.25755], [-3.85230, 0.18606, 5.71688], [-3.18087, -0.81693, 5.03529], [-2.45913, -0.51742, 3.88868], [-2.41346, 0.78618, 3.41551], [-3.08608, 1.78715, 4.10006], [-1.63980, -1.83453, 3.02762], [-2.58343, -2.32522, 2.05015], [-1.22410, -2.77681, 4.03881], [-0.41324, -1.20017, 2.23387], [0.66772, -0.68181, 2.84391], [1.57211, -0.27544, 1.92181], [2.70885, 0.23867, 2.33741], [2.99507, 0.37246, 3.68982], [1.98791, -0.01968, 4.55790], [0.83062, -0.53733, 4.17096], [-4.63504, 2.33956, 6.91296], [-4.11314, 3.43853, 5.77849], [-4.41501, -0.04610, 6.61613], [-3.19528, -1.83785, 5.39642], [-1.85322, 1.00733, 2.51628], [-3.03770, 2.80949, 3.74032], [3.39977, 0.56048, 1.56418], [3.93097, 0.78340, 4.03833], [2.11260, 0.10051, 5.63220], [6.80503, -3.91951, -6.87786], [6.07525, -3.50969, -6.08218], [5.16869, -3.00079, -5.09412], [5.12934, -3.54771, -3.80263], [4.24557, -3.07107, -2.86370], [3.35555, -2.00166, -3.14159], [3.43089, -1.45292, -4.44791], [4.29564, -1.94451, -5.39730], [2.43026, -1.49741, -2.15073], [1.69295, -2.43253, -1.36387], [1.66400, -3.84211, -1.51367], [0.75768, -4.32501, -0.57285], [0.26484, -3.20160, 0.09845], [0.80477, -2.06276, -0.37783], [2.30357, -0.06801, -2.00016], [3.10254, 0.91345, -2.62210], [2.67897, 2.15446, -2.13719], [1.65560, 1.87916, -1.23542], [1.41399, 0.54682, -1.14303], [5.81773, -4.34405, -3.54489], [4.24280, -3.49289, -1.86810], [2.75790, -0.64610, -4.70389], [4.29989, -1.52701, -6.39736], [2.20775, -4.42230, -2.24170], [0.48584, -5.35427, -0.38863], [-0.47306, -3.16982, 0.88082], [3.91863, 0.73615, -3.30428], [3.06766, 3.12963, -2.39297], [1.10991, 2.58941, -0.64116], [-3.77920, -0.05088, 0.03062], [-2.40000, 0.04764, 0.33069], [-1.51461, -0.14647, -0.76381], [-1.82186, -1.39824, -1.53139], [-4.03742, 0.48048, -0.89620], [-4.31713, 0.40852, 0.86078], [-4.09139, -1.09597, -0.04771], [-2.74011, -1.32149, -2.14514], [-1.95813, -2.19031, -0.79924], [-0.98930, -1.69524, -2.17211]], "forces_ev_per_angstrom": [[-0.0210, -0.7325, -0.2004], [0.0392, -0.0877, 0.0599], [-0.0665, 0.0875, -0.1176], [0.0992, -0.0195, 0.1132], [-0.2127, -0.0970, -0.0529], [0.0037, -0.0240, 0.0739], [-0.3073, 0.1990, -0.3336], [0.1430, 0.0642, 0.3076], [-0.0652, 0.0922, 0.1702], [0.0212, 0.1677, -0.0938], [0.0027, 0.2267, -0.3282], [0.1936, -0.4499, -0.1257], [-0.0299, 0.2547, 0.1867], [0.0173, -0.0859, -0.0558], [0.0256, -0.0082, 0.0120], [-0.1332, 0.0109, -0.0348], [-0.0017, -0.0400, 0.0171], [0.0134, 0.0148, 0.0323], [-0.0863, -0.0743, -0.0793], [-0.0322, 0.0854, 0.0143], [-0.0161, -0.0577, 0.0056], [0.0484, 0.0179, -0.0030], [-0.0097, 0.1288, 0.0800], [-0.0929, -0.0289, 0.0547], [0.0494, -0.0060, -0.0399], [-0.0309, -0.1600, -0.1344], [0.0046, -0.0192, -0.0283], [0.0230, -0.0784, 0.1467], [-0.2237, 0.4992, -0.1447], [-0.0871, -0.2002, 0.2471], [0.1539, 0.2809, -0.3431], [0.0694, 0.0211, -0.1377], [-0.0504, -0.0409, 0.0312], [-0.0077, 0.0157, 0.0189], [0.0167, -0.0105, -0.0550], [0.0466, 0.0119, 0.0378], [0.0398, 0.0152, 0.0167], [0.0142, -0.0040, -0.0114], [0.0230, 0.0307, 0.0018], [0.0486, -0.0086, -0.0038], [0.0111, 0.0005, -0.0128], [-0.0333, 0.0146, -0.0157], [-0.0092, 0.0155, 0.0103], [0.0057, -0.0123, -0.0098], [0.0505, -0.0272, -0.0583], [-0.2631, 0.1531, 0.3043], [0.2238, -0.1306, -0.2712], [-0.0039, -0.0397, 0.0906], [-0.0235, -0.0108, -0.0519], [0.0274, 0.0425, 0.0117], [0.0596, -0.0411, -0.0119], [-0.0684, 0.0746, 0.0025], [0.0278, 0.0285, -0.0423], [0.0445, 0.0763, -0.0909], [-0.0928, 0.0050, -0.0031], [0.0124, 0.0811, -0.0006], [0.0515, -0.0167, -0.0772], [0.1343, -0.3112, 0.3526], [-0.1523, -0.0290, -0.0759], [0.0600, 0.0689, 0.0296], [-0.0126, -0.0780, -0.0217], [0.0367, -0.1170, -0.1100], [0.2639, 0.3768, 0.0570], [-0.0146, -0.0030, 0.0096], [0.0108, 0.0021, -0.0095], [0.0021, -0.0132, -0.0136], [-0.0083, 0.0166, 0.0094], [-0.0049, 0.0179, 0.0082], [-0.0202, 0.0207, -0.0002], [-0.0067, -0.0467, -0.0121], [-0.0233, -0.0012, 0.0138], [-0.0061, -0.0033, 0.0183], [0.0977, 0.0366, 0.0570], [0.0887, -0.0372, 0.0775], [-0.4002, 0.2914, -0.2399], [0.5448, -0.4170, 1.0502], [-0.2143, 0.0822, -0.3297], [-0.0257, 0.0108, 0.0094], [-0.0053, -0.0040, 0.0087], [-0.0095, -0.0030, -0.0303], [0.0412, -0.0495, 0.0324], [-0.0038, -0.0030, 0.0157], [-0.0142, -0.0119, 0.0154]], "mulliken_charge": [0.72, -0.33, 0.39, -0.12, 0.02, -0.06, -0.30, -0.37, -0.22, 1.46, -0.20, -1.18, -0.98, 0.54, 0.45, 0.43, 0.40, 0.39, -0.63, 0.98, -0.85, -0.71, -0.68, 0.25, -0.76, 1.58, -0.75, -0.85, -0.08, 0.41, -0.04, -0.09, -0.89, -0.40, -0.63, 0.21, 0.24, 0.26, 0.47, 0.33, 0.33, 0.47, 0.37, 0.38, -0.68, 0.15, 0.46, -0.89, -0.53, 1.17, -0.64, -0.84, 0.92, -0.55, -0.72, -1.60, -0.38, 0.95, -0.89, -0.50, -1.82, -0.81, 0.82, 0.40, 0.58, 0.52, 0.40, 0.61, 0.42, 0.18, 0.64, 0.42, 0.63, -1.12, 0.54, 0.93, -3.15, 0.34, 0.18, 0.19, 0.74, 0.43, 0.53]}



[5]
{"formula": "C4H9NP", "method": "the ωB97M-V functional and the def2-TZVPD basis", "multiplicity": 1, "total_charge": 1, "relative_energy_kcal_mol": 58.89, "total_energy_ev": -15063.009, "species": ["C", "C", "C", "C", "N", "P", "H", "H", "H", "H", "H", "H", "H", "H", "H"], "coordinates": [[-0.18409, -1.16490, 0.14037], [-0.29840, 1.24334, -0.08542], [0.60242, 0.22150, 0.51028], [-1.72768, -0.96682, -0.11815], [2.07178, 0.44764, 0.10628], [-1.97351, 0.60305, 0.20837], [0.20464, -1.40706, -0.84532], [-0.02062, -1.92213, 0.83370], [-0.16443, 2.22626, 0.15423], [-0.27155, 1.19036, -1.18269], [0.70666, 0.32987, 1.59067], [-2.46350, -1.76492, -0.08046], [2.38614, -0.02933, -0.78795], [2.58780, -0.01329, 0.77204], [-3.17262, 1.43770, -0.28077]], "forces_ev_per_angstrom": [[-0.3148, 2.0191, -1.4671], [-0.9826, -1.0620, -1.6516], [1.2243, -1.1977, -0.1646], [1.4186, -0.6569, 1.6600], [-2.9409, -0.4892, -2.9259], [-1.6863, 2.4817, -0.8977], [0.1876, -0.5363, -0.2016], [0.3651, -1.4876, 1.0070], [0.4473, 2.5591, 1.0259], [0.3594, 0.0862, 0.0173], [-0.6638, -0.0537, 0.0630], [0.2759, -0.0581, -0.4272], [-1.0031, 0.8915, 1.0814], [1.6449, -1.0774, 2.1403], [1.6685, -1.4186, 0.7406]], "mulliken_charge": [-0.74, -0.66, -0.02, -0.05, -0.63, 0.07, 0.34, 0.41, 0.45, 0.33, 0.36, 0.39, 0.26, 0.28, 0.20]}



[6]
{"formula": "C4H12NO2", "method": "the ωB97M-V functional and the def2-TZVPD basis", "multiplicity": 1, "total_charge": 1, "relative_energy_kcal_mol": 143.42, "total_energy_ev": -9916.011, "species": ["C", "C", "C", "N", "C", "H", "H", "H", "H", "H", "H", "H", "H", "H", "H", "O", "H", "H", "O"], "coordinates": [[-2.60434, 0.31953, 1.35089], [-1.84875, 0.17337, -0.08955], [-0.95498, 1.07685, -0.42252], [0.38829, 0.69404, -0.22346], [1.45361, 1.44944, -0.11307], [-3.22304, 1.28416, 1.49021], [-3.38370, -0.51130, 1.49304], [-1.80192, 0.08743, 2.17625], [-2.41887, -0.38027, -0.74583], [-1.18335, 2.16028, -0.34745], [0.71750, -0.27592, 0.07235], [2.39804, 0.91917, 0.00836], [1.43662, 2.39998, -0.52640], [2.45344, -0.77211, -2.93028], [1.70892, -1.39952, -1.89060], [2.07577, -0.51053, -2.05391], [1.65932, -2.70468, 0.26079], [1.57418, -2.14993, 1.69345], [1.55326, -1.86000, 0.79772]], "forces_ev_per_angstrom": [[-0.8856, -0.1276, -0.6090], [-4.6469, 0.0071, 4.3481], [3.3280, 2.4304, 0.9358], [2.8796, 0.1067, -0.8194], [-0.8661, -2.3797, -1.2118], [1.4380, -1.1999, 0.1009], [1.1470, 1.0735, -0.6477], [-1.3533, 1.0395, -1.6402], [0.3165, -3.3005, -1.2082], [0.6990, -0.5554, 1.0883], [-1.5812, 0.5624, -0.5031], [-0.3316, 0.2599, 0.5125], [-0.1543, 2.0538, -0.0158], [0.0233, 1.1023, 0.6695], [-0.1396, 0.5026, 0.5956], [0.2348, -1.7708, -1.5391], [-0.1565, 1.5975, 1.0788], [0.0221, -0.3099, 1.2196], [0.0267, -1.0918, -2.3549]], "mulliken_charge": [-0.84, -0.40, -0.09, 0.16, -0.29, 0.32, 0.30, 0.26, 0.43, 0.30, 0.26, 0.28, 0.33, 0.31, 0.27, -0.57, 0.31, 0.28, -0.62]}